Here is a structure of composition C62H56FN9O5PY from the Open Molecules 2025 dataset. Energies are from wB97M-V/def2-TZVPD.

Calculated values
HOMO: -5.5 eV
LUMO level: -1.770 eV
HOMO-LUMO gap: 3.77 eV
charge: 0

Last column: Mulliken charge in e.
Geometry (Å):
Y: 0.45 0.25 -0.18  0.74
C: -3.37 -1.06 2.31  -0.66
C: -2.43 -0.07 1.64  0.48
O: -1.71 -0.56 0.71  0.72
C: -2.47 1.24 2.04  -2.04
C: -1.76 2.33 1.42  1.00
C: -2.16 3.72 1.84  -1.47
N: -0.87 2.16 0.49  2.18
N: -0.42 3.36 -0.08  -0.96
C: 0.26 3.15 -1.18  0.14
O: 0.48 2.02 -1.74  -0.38
C: 0.80 4.38 -1.83  0.11
C: 1.33 4.30 -3.12  0.16
C: 1.83 5.43 -3.75  -0.85
C: 1.83 6.66 -3.09  -0.41
C: 1.32 6.74 -1.80  -0.91
C: 0.81 5.61 -1.17  -0.30
H: -2.78 -1.88 2.74  -0.18
H: -4.03 -1.49 1.54  -0.25
H: -3.98 -0.61 3.09  0.49
H: -3.14 1.50 2.85  0.23
H: -2.75 3.70 2.76  0.44
H: -2.76 4.19 1.04  0.22
H: -1.29 4.35 1.96  0.08
H: 1.34 3.33 -3.60  0.42
H: 2.24 5.36 -4.75  0.43
H: 2.23 7.54 -3.58  0.40
H: 1.34 7.69 -1.27  0.39
H: 0.42 5.66 -0.16  0.46
C: -3.74 0.80 -2.58  -1.46
C: -3.55 0.41 -3.90  -0.95
C: -2.32 -0.09 -4.28  -0.95
C: -1.30 -0.19 -3.33  0.68
N: -1.51 0.15 -2.06  0.94
C: -2.69 0.64 -1.70  -0.47
C: 0.07 -0.65 -3.71  0.86
C: 0.36 -0.97 -5.02  -1.19
C: 1.63 -1.42 -5.34  -1.23
C: 2.56 -1.54 -4.33  -1.11
C: 2.21 -1.17 -3.04  0.86
N: 0.98 -0.73 -2.74  1.08
C: 3.19 -1.29 -1.92  0.44
C: 4.55 -1.48 -2.16  -1.30
C: 5.41 -1.59 -1.07  -1.09
C: 4.89 -1.50 0.21  -1.04
C: 3.53 -1.27 0.35  -0.55
N: 2.71 -1.16 -0.70  1.28
H: -4.68 1.23 -2.25  0.56
H: -4.35 0.52 -4.63  0.45
H: -2.17 -0.37 -5.31  0.48
H: -2.79 0.92 -0.66  0.35
H: -0.38 -0.88 -5.80  0.41
H: 1.88 -1.69 -6.36  0.44
H: 3.55 -1.92 -4.55  0.48
H: 4.95 -1.52 -3.16  0.34
H: 6.47 -1.72 -1.23  0.37
H: 5.52 -1.55 1.08  0.69
H: 3.07 -1.12 1.32  0.42
F: -3.65 -4.35 -2.81  -0.46
C: -3.26 -4.33 -1.51  0.42
C: -2.10 -3.70 -1.18  -0.35
C: -1.66 -3.68 0.14  0.36
C: -0.51 -2.83 0.49  0.55
O: 0.05 -2.19 -0.39  -0.66
C: -0.18 -2.81 1.89  0.73
C: -0.85 -3.61 2.74  -0.71
N: -1.96 -4.36 2.41  0.47
C: -2.69 -5.04 3.44  -0.33
C: -2.88 -4.36 4.76  -1.02
C: -4.05 -4.51 3.83  -0.36
C: -2.39 -4.37 1.10  -1.08
C: -3.59 -5.00 0.74  -0.34
C: -4.07 -4.95 -0.55  -0.47
N: -5.35 -5.44 -0.95  0.05
C: -6.13 -6.12 0.08  -1.16
C: -6.76 -5.16 1.10  -0.23
N: -7.56 -4.12 0.37  -0.08
C: -6.73 -3.41 -0.67  -0.27
C: -6.18 -4.44 -1.63  -0.99
C: 0.79 -1.81 2.55  -0.31
O: 1.31 -2.17 3.61  -0.86
O: 0.88 -0.71 1.95  -0.41
H: -1.51 -3.17 -1.92  0.62
H: -0.55 -3.62 3.78  0.75
H: -2.55 -6.12 3.46  0.52
H: -2.47 -3.37 4.87  0.26
H: -2.84 -4.97 5.65  0.32
H: -4.37 -3.61 3.32  0.10
H: -4.82 -5.22 4.09  0.32
H: -4.14 -5.52 1.52  1.01
H: -5.52 -6.84 0.61  0.50
H: -6.93 -6.68 -0.41  0.43
H: -6.01 -4.62 1.67  0.17
H: -7.43 -5.68 1.79  0.39
H: -7.95 -3.45 1.03  0.36
H: -8.35 -4.57 -0.10  0.38
H: -5.93 -2.88 -0.15  0.06
H: -7.38 -2.68 -1.17  0.41
H: -5.60 -3.93 -2.39  0.41
H: -7.00 -4.96 -2.15  0.42
N: 2.26 1.37 0.45  1.56
P: 3.36 2.35 0.79  -0.14
C: 4.84 1.60 1.57  0.71
C: 6.14 1.67 1.10  -0.50
C: 7.16 0.98 1.75  -0.55
C: 6.89 0.23 2.88  -0.62
C: 5.58 0.15 3.36  -0.64
C: 4.56 0.83 2.71  -0.66
C: 4.06 3.23 -0.67  0.57
C: 4.40 4.57 -0.74  -0.77
C: 4.92 5.11 -1.92  -0.61
C: 5.12 4.29 -3.02  -0.79
C: 4.77 2.95 -2.96  -0.53
C: 4.23 2.42 -1.80  0.03
C: 3.00 3.68 2.01  0.18
C: 1.69 3.83 2.43  0.33
C: 1.36 4.80 3.37  -0.65
C: 2.35 5.61 3.91  -0.64
C: 3.67 5.45 3.51  -0.72
C: 4.00 4.48 2.57  -0.78
H: 6.36 2.25 0.21  0.42
H: 8.18 1.04 1.37  0.42
H: 7.69 -0.30 3.38  0.35
H: 5.36 -0.44 4.24  0.43
H: 3.53 0.74 3.05  0.38
H: 4.24 5.22 0.11  0.45
H: 5.16 6.16 -1.97  0.40
H: 5.52 4.71 -3.94  0.34
H: 4.90 2.31 -3.83  0.42
H: 3.92 1.39 -1.74  -0.07
H: 0.93 3.18 2.00  -0.32
H: 0.33 4.92 3.70  0.46
H: 2.10 6.36 4.65  0.39
H: 4.45 6.07 3.94  0.40
H: 5.03 4.33 2.29  0.42